Density functional theory data (wB97M-V/def2-TZVPD) for a cluster of 2 separate species, C3H6S2 in total.

XYZ file:
```
11
C3H6S2 | the OMol25 dataset | wB97M-V/def2-TZVPD
C -1.241 -0.643 -1.169
C -0.901 0.405 -0.041
C 1.914 -0.354 0.582
S -1.704 -1.040 0.575
S -1.305 2.034 0.166
H -2.022 -0.311 -1.929
H -0.463 -1.201 -1.455
H 2.091 -0.173 1.620
H 2.577 0.325 0.034
H 1.815 -1.368 0.280
H -0.761 2.327 1.338
```

Calculated values
- HOMO-LUMO gap (spin up / spin down): 7.81 / 8.58 eV
- Energy: -914.088509 hartree

---

Density functional theory data (wB97M-V/def2-TZVPD) for a structure of composition C8H15NO.

XYZ file:
```
25
C8H15NO | the OMol25 dataset | wB97M-V/def2-TZVPD
C -0.093 0.755 -0.937
C 0.322 -2.028 1.701
C -0.615 0.157 2.068
C -0.415 0.634 -2.433
C -0.933 1.897 -0.377
N 0.119 -0.697 1.171
C 1.405 0.709 -0.683
C -0.036 -0.663 -0.268
C 1.422 -0.800 -0.801
O 2.171 1.473 -0.177
H -0.787 -1.372 -0.650
H -0.294 1.186 1.961
H 1.071 -1.986 2.501
H -0.600 -2.461 2.119
H 0.682 -2.699 0.923
H -0.382 -0.159 3.091
H -1.708 0.095 1.943
H -0.399 2.446 0.376
H 0.073 -0.213 -2.909
H -0.103 1.542 -2.941
H -1.495 0.520 -2.561
H -1.166 2.616 -1.177
H -1.884 1.529 0.028
H 2.131 -1.299 -0.152
H 1.512 -1.182 -1.813
```

Calculated values
- HOMO-LUMO gap: 9.23 eV
- Energy: -443.760722 hartree

---

Density functional theory data (wB97M-V/def2-TZVPD) for an isolated molecule of C3H4FN3.

XYZ file:
```
11
C3H4FN3 | the OMol25 dataset | wB97M-V/def2-TZVPD
F 2.227 -1.037 0.905
C 1.461 -1.140 -0.214
C 0.243 -0.234 -0.043
N 0.320 1.049 0.401
C -0.919 1.507 0.394
N -1.685 0.526 -0.117
N -0.944 -0.538 -0.412
H 1.860 -0.870 -1.230
H 1.211 -2.159 -0.114
H -1.081 2.472 0.484
H -2.693 0.423 -0.054
```

Calculated values
- HOMO-LUMO gap: 11.18 eV
- SMILES string: FCc1nc[nH]n1
- Energy: -380.811150 hartree

---

Density functional theory data (wB97M-V/def2-TZVPD) for a structure of composition C29H33F6INO3Ta.

XYZ file:
```
74
C29H33F6INO3Ta | the OMol25 dataset | wB97M-V/def2-TZVPD
Ta 0.529 0.514 -0.299
C -2.734 -3.459 -2.306
C -2.487 -2.301 -1.376
C -2.618 -0.975 -1.808
C -3.026 -0.626 -3.223
C -2.426 0.065 -0.902
C -2.804 1.469 -1.309
C -2.040 -0.209 0.446
C -2.362 0.820 1.521
C -1.862 -1.572 0.855
C -1.411 -1.883 2.260
C -2.153 -2.593 -0.030
C -2.137 -4.034 0.429
H -3.761 -3.814 -2.187
H -2.066 -4.286 -2.080
H -2.589 -3.198 -3.348
H -2.236 -0.060 -3.727
H -3.927 -0.011 -3.226
H -3.237 -1.500 -3.827
H -3.889 1.584 -1.217
H -2.553 1.669 -2.350
H -2.344 2.227 -0.687
H -2.088 1.838 1.253
H -1.904 0.583 2.475
H -3.445 0.814 1.677
H -2.265 -1.989 2.937
H -0.769 -1.100 2.655
H -0.853 -2.816 2.293
H -1.195 -4.524 0.159
H -2.941 -4.597 -0.044
H -2.272 -4.124 1.503
N 2.745 0.106 -1.398
C 2.939 -0.910 -2.523
C 1.776 -0.865 -3.557
C 0.602 -1.302 -2.757
O 0.151 -2.394 -2.630
O 0.249 -0.252 -1.968
H 2.958 1.023 -1.773
H 3.447 -0.061 -0.679
H 2.990 -1.901 -2.086
H 3.879 -0.729 -3.039
H 1.946 -1.532 -4.395
H 1.647 0.157 -3.913
I 1.362 -2.391 0.164
C 2.393 -1.769 1.878
C 3.310 -2.617 2.430
C 3.911 -2.271 3.655
C 3.523 -1.126 4.291
C 2.556 -0.265 3.717
C 2.084 0.864 4.436
C 1.083 1.649 3.932
C 0.608 1.420 2.634
C 1.083 0.383 1.830
C 2.005 -0.544 2.440
H 3.567 -3.552 1.946
H 4.646 -2.933 4.096
H 3.927 -0.871 5.264
H 2.514 1.075 5.409
H 0.682 2.474 4.506
H -0.140 2.105 2.257
C -0.742 4.312 -1.425
C 0.337 3.597 -0.642
O -0.014 2.277 -0.188
C 0.782 4.421 0.601
F 1.693 3.761 1.320
F -0.279 4.618 1.390
F 1.300 5.582 0.234
C 1.557 3.381 -1.568
F 2.030 4.453 -2.133
F 2.554 2.749 -0.893
F 1.199 2.489 -2.533
H -1.595 4.523 -0.783
H -1.058 3.697 -2.263
H -0.345 5.255 -1.799
```

Calculated values
- HOMO-LUMO gap: 6.25 eV
- Energy: -2358.806154 hartree
- Charge: +2

---

Density functional theory data (wB97M-V/def2-TZVPD) for a cluster of 11 separate species, C56H97BN13O2P2 in total.

XYZ file:
```
171
C56H97BN13O2P2 | the OMol25 dataset | wB97M-V/def2-TZVPD
C 1.699 -4.136 -2.851
C 2.321 -3.033 -3.797
P 1.042 -1.748 -4.361
C 1.266 -1.747 -6.253
C 2.612 -0.969 -6.654
C 1.748 -0.117 -3.784
N 2.713 -0.069 -2.765
C 3.008 1.273 -2.627
P 4.311 1.612 -1.343
O 3.907 0.952 -0.055
N 2.298 2.065 -3.485
B 2.530 3.557 -3.478
O 3.838 3.986 -3.890
N 1.564 4.566 -3.049
C 2.232 5.726 -2.393
C 0.957 5.148 -4.328
C 1.438 1.230 -4.252
C 0.433 1.708 -5.334
C -1.048 1.767 -4.869
C -1.727 0.678 -4.139
C -3.132 0.747 -3.748
C -3.976 1.914 -4.058
C -3.311 3.007 -4.788
C -1.891 2.938 -5.177
H 2.476 -4.918 -2.632
H 0.848 -4.614 -3.409
H 1.334 -3.640 -1.925
H 2.708 -3.566 -4.716
H 3.231 -2.555 -3.328
H 0.365 -1.330 -6.771
H 1.460 -2.820 -6.534
H 3.112 -1.426 -7.548
H 2.335 0.091 -6.881
H 3.371 -1.021 -5.820
H 3.138 -0.804 -2.202
H 5.530 1.016 -1.800
H 4.516 3.020 -1.207
H 4.415 3.959 -3.102
H 2.708 5.467 -1.408
H 2.990 6.239 -3.050
H 1.459 6.514 -2.157
H 1.270 6.223 -4.412
H 1.446 4.615 -5.188
H -0.151 5.022 -4.282
H 0.820 2.665 -5.764
H 0.479 0.940 -6.163
H -1.157 -0.253 -3.900
H -3.649 -0.089 -3.209
H -5.050 1.990 -3.770
H -3.933 3.896 -5.064
H -1.507 3.834 -5.730
C 1.659 2.711 4.265
C 2.130 1.416 3.612
C 1.690 1.290 2.150
C 0.206 1.304 2.062
N -0.941 1.314 1.994
H 0.569 2.772 4.300
H 2.019 2.771 5.294
H 2.036 3.583 3.723
H 1.746 0.568 4.188
H 3.221 1.369 3.661
H 2.062 0.356 1.725
H 2.090 2.114 1.557
C -2.990 3.614 3.332
C -3.997 3.455 4.466
C -3.921 4.587 5.494
C -2.570 4.620 6.115
N -1.527 4.644 6.597
H -1.962 3.584 3.700
H -3.099 2.803 2.611
H -3.140 4.560 2.805
H -3.825 2.495 4.961
H -5.005 3.423 4.046
H -4.666 4.436 6.275
H -4.118 5.550 5.018
C -5.833 -1.254 -5.231
C -6.185 -2.198 -6.373
C -5.355 -3.484 -6.353
C -3.907 -3.159 -6.484
N -2.790 -2.908 -6.585
H -4.795 -0.919 -5.296
H -6.464 -0.364 -5.264
H -5.979 -1.738 -4.262
H -6.038 -1.677 -7.324
H -7.242 -2.456 -6.310
H -5.648 -4.135 -7.179
H -5.514 -4.029 -5.420
C -10.776 1.095 -5.582
C -10.337 0.246 -6.771
C -10.456 -1.257 -6.506
C -9.593 -1.643 -5.358
N -8.925 -1.941 -4.472
H -10.146 0.918 -4.708
H -10.702 2.156 -5.825
H -11.812 0.880 -5.308
H -9.303 0.497 -7.024
H -10.951 0.504 -7.638
H -10.144 -1.820 -7.388
H -11.490 -1.527 -6.280
C -0.591 -3.054 1.941
C -0.113 -4.330 2.624
C 1.358 -4.644 2.339
C 1.558 -4.830 0.877
N 1.719 -4.960 -0.255
H -0.533 -3.134 0.852
H -1.633 -2.855 2.195
H 0.006 -2.194 2.256
H -0.740 -5.164 2.296
H -0.252 -4.229 3.702
H 1.655 -5.556 2.860
H 1.998 -3.831 2.688
C 6.351 5.489 1.928
C 6.494 4.044 1.462
C 5.388 3.131 2.000
C 5.423 3.111 3.486
N 5.452 3.095 4.634
H 6.430 5.570 3.014
H 7.141 6.107 1.499
H 5.388 5.907 1.621
H 7.471 3.665 1.775
H 6.476 4.020 0.367
H 5.526 2.114 1.629
H 4.406 3.482 1.671
C 2.266 0.135 7.447
C 2.996 -1.117 7.922
C 3.498 -1.988 6.767
C 2.351 -2.444 5.937
N 1.465 -2.797 5.296
H 1.367 -0.114 6.879
H 1.953 0.739 8.300
H 2.913 0.750 6.815
H 2.325 -1.699 8.560
H 3.848 -0.820 8.539
H 4.024 -2.862 7.155
H 4.192 -1.427 6.137
C 0.871 -7.352 5.512
C 1.302 -8.266 4.369
C 1.168 -9.752 4.712
C 2.027 -10.085 5.879
N 2.692 -10.341 6.780
H 1.499 -7.488 6.395
H 0.956 -6.304 5.213
H -0.167 -7.541 5.795
H 2.339 -8.039 4.105
H 0.690 -8.047 3.489
H 1.474 -10.364 3.861
H 0.131 -9.999 4.951
C -4.220 6.486 10.801
C -3.494 5.200 11.180
C -3.000 4.414 9.963
C -4.151 4.023 9.106
N -5.040 3.722 8.443
H -5.122 6.282 10.220
H -4.528 7.027 11.697
H -3.574 7.143 10.212
H -4.165 4.576 11.777
H -2.638 5.448 11.813
H -2.477 3.511 10.284
H -2.306 5.015 9.371
C 6.248 -2.827 -4.531
C 6.717 -4.138 -5.152
C 6.265 -4.303 -6.606
C 4.779 -4.295 -6.682
N 3.632 -4.292 -6.740
H 5.158 -2.770 -4.490
H 6.617 -2.739 -3.507
H 6.617 -1.969 -5.101
H 6.342 -4.970 -4.552
H 7.808 -4.180 -5.113
H 6.635 -5.246 -7.010
H 6.657 -3.492 -7.224
```

Calculated values
- HOMO-LUMO gap: 7.24 eV
- Energy: -3761.568797 hartree
- Charge: +1

---

Density functional theory data (wB97M-V/def2-TZVPD) for an isolated molecule of CH4NP.

XYZ file:
```
7
CH4NP | the OMol25 dataset | wB97M-V/def2-TZVPD
H -2.095 -0.728 -0.323
N -1.205 -0.821 -0.006
C -0.355 -0.001 -0.467
P 1.412 -0.344 -0.119
H -0.676 0.816 -1.206
H 1.275 -0.892 1.264
H 2.016 0.849 0.288
```

Calculated values
- HOMO-LUMO gap: 10.43 eV
- SMILES string: [H]/N=C/P
- Energy: -436.547360 hartree